Molecular formula: C39H59N9O3
Method: DFT, the ωB97M-V functional and the def2-TZVPD basis

```
110
Properties=species:S:1:pos:R:3
O -0.1356 3.4581 -5.2675
O -2.0501 3.8510 1.6644
O 1.0528 1.3587 -0.7109
N -0.1394 3.7728 -1.5298
N -3.8359 -1.2436 1.8295
N -3.0760 -4.4439 0.8752
N -0.9880 -2.0102 5.8118
N -5.0027 0.2179 -2.3251
N 3.1772 1.3600 -2.3330
N 2.6418 1.5647 1.3916
N 1.0666 -4.5848 -2.0628
N 3.8058 -1.0257 2.7803
C -4.9955 -1.4518 2.5088
C -1.7085 -2.9112 0.1238
C -5.2563 -0.2965 3.2607
C 4.7084 -2.9808 3.5036
C 4.7836 -1.6664 3.6237
C -2.8843 -3.0614 -0.8727
C -0.5553 4.0143 -3.0379
C -1.8932 -3.7170 1.1425
C -3.3462 0.0577 1.9692
C -4.1430 1.1394 -4.1896
C 2.8305 0.3239 -3.2025
C 3.9948 1.6987 1.5076
C -3.6913 0.3387 -2.0364
C 3.0452 1.7843 3.6314
C 0.2293 3.0724 -3.8969
C -5.3394 0.7067 -3.6230
C 4.9141 1.4134 -3.8823
C 2.8361 -3.3354 -2.1792
C 4.4023 2.0181 -2.8226
C 4.3127 1.7089 2.8487
C -1.8910 3.3376 2.9341
C -0.3104 -1.3819 3.7142
C -0.0268 2.4061 -6.1852
C -0.8474 3.6342 0.8882
C 1.7999 -5.1217 -3.1002
C 1.7342 -3.5707 -1.4780
C 3.1325 -2.0238 2.0324
C -3.1184 0.8937 -3.1756
C -1.1617 4.0344 -0.5618
C 3.7577 -3.2629 2.2633
C 0.7808 -1.4092 4.7215
C -3.7341 -3.9394 -0.3102
C 0.3598 -1.8267 5.9124
C 0.3018 0.2277 -0.2665
C -1.3671 -1.7644 4.4634
C 1.9575 1.6604 2.7201
C -4.2321 0.7254 2.7554
C 2.9056 -4.3302 -3.3114
C 3.8423 0.4213 -4.2160
H -4.5611 -4.4780 -0.7030
H 1.9988 1.4011 0.6021
H -0.0258 4.3895 1.2576
H -2.1373 3.6266 -0.9076
H -0.5309 2.7670 0.7966
H -0.0253 2.0188 -3.5962
H 0.0573 2.7537 -1.2149
H -2.4265 -1.9246 4.2384
H -4.1092 1.8026 3.0071
H 5.3361 -3.7952 4.0226
H 0.6596 -1.7288 6.8777
H -5.9230 0.0226 3.8992
H 4.4046 1.5963 0.5609
H -0.7720 0.4592 -0.3334
H -1.3555 5.1570 -0.4901
H 0.4466 -5.0374 -1.7811
H -3.2816 0.1064 -1.0735
H 1.4487 -3.2740 -0.4547
H -0.6031 5.0796 -3.2195
H -0.3163 -1.1388 2.7068
H -4.2447 1.7102 -5.0236
H 5.5716 -1.1046 4.4620
H -5.7761 -0.1287 -1.6883
H -0.7166 1.6446 -6.0151
H 0.9241 1.6476 3.0016
H 2.4747 1.4517 -1.5943
H 1.0484 2.3157 -6.2866
H -0.4804 2.5758 -7.0123
H 5.9756 1.7023 -4.2862
H -2.9948 -2.3775 -1.7629
H -1.5757 -2.1724 6.6362
H 1.7656 -1.0543 4.4910
H -1.2351 -3.7656 2.0967
H -2.9815 3.4122 3.4727
H 0.6536 0.2651 0.7102
H -1.1290 3.4614 3.5430
H -1.5423 3.6613 -3.0677
H -1.7795 2.1699 2.7330
H 3.6670 0.0178 2.6800
H -3.6768 -5.0750 1.5163
H 1.8522 -0.0126 -3.0433
H 0.5520 -0.6840 -0.7292
H 3.4337 -4.2776 -4.0890
H -1.0833 -1.9977 -0.1589
H 0.6070 4.5173 -1.3641
H 2.9085 1.9878 4.5384
H -3.1887 -2.0009 1.0631
H -5.5545 -2.3959 2.5327
H 4.5948 2.6048 -1.8922
H -6.3081 0.5947 -4.0248
H 3.3594 -4.2395 1.9089
H 2.4629 -1.8547 1.4136
H 5.4878 1.6744 3.0090
H 4.0054 -0.2750 -5.0606
H 1.4316 3.1189 -3.7615
H -2.2185 1.2661 -3.1116
H -2.3018 0.4538 1.4316
H 1.4999 -5.9597 -3.7725
H 3.5841 -2.5221 -1.9911
```

Values from the calculation:
- ΔE to the lowest compared entry with this formula, charge and spin (kcal/mol) = 86.3
- DFT total energy (eV) = -60932.823
- 2S+1 = 1
- max |F| (eV/Å) = 16.4
- Kohn-Sham gap (eV) = 7.51
- LUMO level (hartree) = -0.0013
- total charge = 0

---

Molecular formula: C50H52BrN4O5PbSbSi
Method: DFT, the ωB97M-V functional and the def2-TZVPD basis

```
115
Properties=species:S:1:pos:R:3
Pb 1.0626 -1.3582 0.8905
Sb 0.9727 -1.1471 -2.0031
Br 4.6198 1.2076 4.2293
Si -2.3211 0.4122 0.6127
O 2.7308 5.7114 -4.0541
O 4.8146 -3.8742 1.3723
O 3.1177 -2.7398 0.4205
O 0.7389 6.0737 -3.0426
O -1.0122 -0.2596 0.0458
N 4.1359 -1.1449 2.9045
N 2.6438 2.4053 -0.2962
N 4.5216 0.5180 -0.6406
N 1.3903 2.3034 2.1279
C 1.7458 3.3526 -0.0333
C -4.8232 -0.9765 1.2382
C 0.9548 0.7358 -3.0776
C -0.4356 4.2306 2.9177
C 2.5191 -3.6418 -2.8780
C 2.3083 -2.1688 4.7078
C 1.4774 4.3799 -0.9375
C 5.1182 1.3165 -2.8054
C -2.4351 0.6598 2.5087
C -3.3454 1.5397 3.0987
C 2.8408 -0.9020 4.9022
C -3.8839 -0.6417 0.2624
C -0.9469 -2.4782 -4.1901
C 0.0407 -3.5188 0.8288
C -1.4625 -3.6940 0.5747
C 3.7613 -0.4687 3.9614
C 4.3613 1.3975 -1.6335
C 3.1808 3.5126 -2.3422
C -2.7313 0.8280 5.3129
C -2.2723 -3.4939 1.8525
C -1.7999 -0.0347 4.7550
C -0.8934 -1.9936 -2.7464
C 6.2109 -0.6051 -1.9018
C -0.0576 3.2312 3.7957
C -2.7034 2.0585 -0.2527
C -3.5001 1.6225 4.4745
C 2.6747 -2.8958 3.5894
C 0.2112 0.7992 -4.4033
C -3.1413 4.4508 -1.6652
C 2.3806 -2.1820 -3.3058
C -1.6659 -0.1138 3.3763
C 3.5762 -2.3345 2.6848
C 0.8526 2.2921 3.3367
C 3.8932 -3.0587 1.3695
C -5.9382 -1.7504 0.9421
C -4.1072 -1.1227 -1.0292
C 0.1289 4.2678 1.6570
C -3.9065 2.7558 -0.1347
C 5.4277 -0.4384 -0.7664
C -1.9505 3.7569 -1.8277
C -1.7403 2.5849 -1.1137
C -4.1183 3.9477 -0.8138
C -6.1334 -2.2212 -0.3479
C 6.0459 0.2964 -2.9390
C 3.3576 2.4811 -1.4187
C -1.7628 -5.0765 -0.0135
C -5.2109 -1.9040 -1.3363
C 1.0570 3.2893 1.2875
C 1.8555 5.5336 -3.1852
C 2.1905 4.4517 -2.1198
H -6.9939 -2.8386 -0.5793
H -5.3607 -2.2609 -2.3491
H -4.6771 -0.6268 2.2539
H 2.0773 -2.0917 -4.3511
H -0.8628 0.6668 -4.2619
H 0.3732 1.7819 -4.8526
H -3.9513 2.1801 2.4683
H 4.9903 2.0397 -3.5985
H -4.7051 2.3539 0.4821
H -3.3114 5.3714 -2.2104
H 0.5937 -4.0429 0.0411
H -0.9444 -0.8046 2.9648
H 5.5374 -1.0956 0.0872
H 0.2986 -4.0445 1.7581
H 1.1773 1.4825 3.9851
H 0.5386 1.4656 -2.3847
H -1.6299 -1.2132 -2.5550
H -1.9964 -4.2419 2.6031
H -4.2251 2.3102 4.8964
H 3.2758 -4.1614 -3.4725
H -0.8971 -1.6485 -4.8932
H 0.5734 0.0430 -5.1026
H -2.0867 -2.5029 2.2644
H -5.0526 4.4839 -0.6847
H -1.2171 -5.2213 -0.9489
H -1.8014 -2.9350 -0.1389
H 6.6437 0.2174 -3.8396
H -1.1855 4.1345 -2.4993
H -0.8093 2.0410 -1.2199
H 2.0020 0.9873 -3.2247
H -2.8541 0.8811 6.3885
H -0.1503 5.0524 0.9701
H -1.1814 -0.6537 5.3937
H -1.4527 -5.8617 0.6824
H 1.5720 -4.1764 -2.9942
H 3.3331 -1.6621 -3.1792
H 6.9314 -1.4096 -1.9613
H 2.2706 -3.8822 3.4059
H -1.1128 -2.8141 -2.0629
H 2.8105 -3.6953 -1.8272
H 2.5692 -0.2827 5.7444
H 3.7714 3.6121 -3.2426
H -3.3439 -3.5814 1.6565
H 0.7263 5.1358 -0.7633
H -1.1567 4.9837 3.2133
H -6.6572 -1.9818 1.7204
H -2.8321 -5.2034 -0.2142
H -1.8842 -3.0138 -4.3673
H -0.4544 3.1807 4.7998
H -0.1260 -3.1630 -4.4115
H 1.6197 -2.5818 5.4356
H -3.3920 -0.8767 -1.8071
```

Values from the calculation:
- ΔE to the lowest compared entry with this formula, charge and spin (kcal/mol) = 18.7
- DFT total energy (eV) = -158602.548
- 2S+1 = 1
- max |F| (eV/Å) = 1.5
- Kohn-Sham gap (eV) = 6.79
- LUMO level (hartree) = 0.1431
- total charge = -2

---

Molecular formula: C33H28F3N2
Method: DFT, the ωB97M-V functional and the def2-TZVPD basis

```
66
Properties=species:S:1:pos:R:3
F -4.4943 -3.2587 -4.6342
F -5.4369 -1.6899 -3.4024
F -5.0115 -3.6664 -2.5348
N -3.0096 0.7096 3.3421
N 5.9855 0.7034 3.1401
C -3.5849 2.0521 3.2628
C -1.0683 -3.1644 4.1718
C -3.1571 -2.2289 -2.9496
C -1.5431 -0.4518 -2.8275
C 4.8437 0.9207 3.2941
C -0.6880 -1.2412 -2.0013
C 0.2231 -2.5626 2.1894
C 3.6221 1.2683 -1.3783
C -1.6817 0.4884 3.2818
C -4.5172 -2.7088 -3.3785
C -5.3326 0.3413 2.9183
C -2.3190 -3.0784 -2.2239
C 1.3990 0.2692 -1.7439
C -0.2663 -1.2687 2.2867
C -0.7678 1.5292 3.1919
C 2.8408 2.2115 2.7064
C -1.0965 -2.5949 -1.7827
C 0.5507 -0.8334 -1.4238
C 1.0886 1.3818 -2.5865
C 1.9856 2.4460 -2.7333
C 0.6451 1.4471 3.4374
C -0.1911 -3.5188 3.1318
C 3.4399 1.1814 3.4436
C 1.4648 2.3949 2.7733
C 2.6642 0.4036 4.3213
C 3.2484 2.3988 -2.1215
C -5.0858 1.8540 3.0149
C -2.7593 -0.9410 -3.2836
C -3.9753 -0.3496 3.0993
C -1.1848 -0.9088 3.2768
C -1.5532 -1.8536 4.2488
C 1.2853 0.5612 4.3499
C 2.7261 0.2264 -1.2165
H 0.6919 -0.0104 5.0750
H -3.1425 2.6209 2.4336
H -5.6678 2.2957 3.8262
H 1.6870 3.3122 -3.3163
H 3.1540 -0.3466 4.9469
H 3.9231 3.2373 -2.2289
H -1.2653 0.5550 -3.1169
H -6.0222 0.0042 3.6936
H 0.1665 1.4180 -3.1358
H -5.3646 2.3583 2.0873
H 1.0675 -1.6348 -0.8822
H 4.6093 1.2238 -0.9152
H 3.4476 2.8451 2.0588
H -5.7412 0.0601 1.9461
H -3.9998 -1.0754 3.9240
H 3.0373 -0.6715 -0.6795
H -1.3788 -3.9067 4.9123
H -2.1864 -1.5623 5.0893
H -3.4096 -0.3003 -3.8781
H -3.3987 2.6376 4.1752
H 0.0687 -0.4978 1.5932
H -1.1730 2.5410 3.1637
H 0.1930 -4.5347 3.0673
H 0.9123 -2.8216 1.3803
H -2.6399 -4.0854 -1.9942
H -3.7093 -0.9166 2.1912
H 0.9886 3.2318 2.2721
H -0.4291 -3.2752 -1.2587
```

Values from the calculation:
- ΔE to the lowest compared entry with this formula, charge and spin (kcal/mol) = 0.0
- DFT total energy (eV) = -45799.987
- 2S+1 = 1
- max |F| (eV/Å) = 2.6
- Kohn-Sham gap (eV) = 3.09
- LUMO level (hartree) = -0.2341
- total charge = +1